Entry 1:
C39H97N15O11 | the ωB97M-V functional and the def2-TZVPD basis

The geometry in XYZ format:
```
162
Properties=species:S:1:pos:R:3
O -0.3357 0.5903 0.6001
O 2.2010 3.6535 1.2786
O 3.2906 1.2555 -2.6325
O 4.7112 -4.2079 -0.2759
O 1.2628 -2.2498 3.1792
O 2.7967 0.9740 4.4204
O -4.9322 3.3467 0.6462
O -3.0088 -1.2580 0.0833
O -2.6831 3.3072 -2.8999
O 1.9231 -3.1791 -3.3337
O -0.2387 1.7909 -3.8233
N -0.3124 4.0619 -4.0082
N -1.3163 1.0808 -1.4232
N 3.6561 -0.7690 -1.7187
N 2.7601 0.9583 2.1618
N -3.1266 1.1955 -3.6923
N 0.4322 2.2911 -0.5372
N 0.7737 0.9748 3.3663
N 0.5703 -2.8308 -2.9644
N -0.5978 -3.6605 3.5890
N -0.6110 -1.8736 2.2016
N 1.6558 2.9070 -4.4400
N 5.5296 -4.2935 0.8363
N -4.7044 2.2821 -2.3358
N -4.6729 4.1851 1.8076
N 1.5039 -0.1616 -2.4701
C -4.4545 -0.9849 0.2440
C 4.4038 -2.3329 1.9187
C 6.7568 -3.2521 2.5867
C -2.4474 4.6751 1.0485
C 0.1843 -5.0989 -2.0290
C 3.1336 5.5281 0.0855
C 0.2503 -3.5773 -1.7455
C -0.4619 -4.1551 -4.9343
C -6.4649 3.1359 2.9886
C -0.3718 -2.8454 -4.1733
C -3.4628 2.3460 -2.9779
C -3.6451 6.3311 2.5378
C -1.1500 -3.0708 -1.3256
C 5.3647 -6.6700 0.6659
C 6.0913 -5.5811 2.8622
C -5.0276 6.7444 3.0881
C 6.2565 -4.2753 3.6127
C -6.0448 4.4775 2.4497
C -1.6967 -2.2852 -3.6244
C -4.8355 -1.2721 1.7062
C 5.1390 -5.5122 1.6615
C -4.2619 5.9294 0.0660
C -5.7649 5.5240 3.5547
C -7.0531 5.0227 1.4690
C -0.4153 1.2675 -0.4218
C 0.3568 2.8855 -4.0392
C 1.2495 -3.2819 -0.6222
C -5.2166 -1.8466 -0.7804
C 5.7276 -3.0085 1.4970
C 3.3734 4.4523 1.1445
C 2.8241 0.1509 -2.3153
C -2.1508 -3.1490 -2.4529
C 6.4847 -2.0706 0.5130
C 3.6384 -5.5801 2.0561
C 4.5617 3.4896 0.8377
C 0.2562 -1.8962 -5.1951
C 0.1461 -2.6055 3.0352
C 2.1542 0.9954 3.3889
C -3.8222 5.2705 1.3521
H -4.1112 -0.7608 2.3994
H -4.4039 2.5713 1.0162
H 3.6419 -3.0319 2.3243
H 7.0059 -4.5029 4.3380
H -0.1323 -4.0023 4.4219
H 2.1602 2.0168 -4.1545
H 7.6166 -3.6390 2.0696
H -3.4218 6.3107 -0.4907
H -1.3222 -2.3119 1.5653
H -0.0914 -1.2114 1.6873
H -3.7760 0.4737 -4.0405
H -1.0574 -2.0222 -1.0886
H 3.3907 -6.6735 2.1861
H 6.9477 -2.3126 2.9978
H 4.6207 -1.5930 2.7049
H 2.1638 3.7719 -4.4801
H -2.5643 -0.7069 0.7198
H 1.0952 -2.2240 -0.2127
H 3.7775 0.7890 2.2298
H -6.7783 6.0221 1.1227
H -5.2333 -1.4181 -1.7275
H -6.6607 5.7513 4.0615
H -4.8202 7.3953 3.9586
H 4.5939 -6.5743 -0.0993
H -2.4314 -2.3433 -4.4917
H 1.1234 -3.9590 0.2104
H -4.9401 3.0556 -1.7665
H 0.2865 0.8600 2.4790
H -1.0255 1.3812 -2.3490
H 7.2833 -2.6488 -0.0083
H 6.3166 -6.4364 0.2025
H 3.3637 -5.0680 2.9605
H 0.9229 2.6050 0.2765
H 2.5642 2.8280 1.6488
H -0.0564 -5.5775 -1.0479
H 0.4618 -0.9227 -4.7228
H 4.7692 2.8500 1.6813
H 3.8847 -1.7973 1.1052
H -0.4264 -1.7748 -5.9917
H -7.0199 3.2200 3.8804
H -8.0070 5.1099 1.9184
H 7.0057 -1.3848 1.1324
H 3.9170 6.2721 0.2175
H -3.0430 5.9296 3.3476
H 0.0326 4.9638 -3.9329
H 2.2265 -2.3899 -3.7858
H -2.2574 3.7536 1.5612
H -5.1411 1.4054 -2.1022
H 5.3132 -3.9451 4.1001
H 0.2679 1.2617 4.1945
H -4.5211 5.0528 -0.6149
H 0.8908 0.4771 -2.9364
H 7.0623 -5.9328 2.5101
H 1.1695 -5.3353 -2.3870
H 4.4072 2.9477 -0.0892
H 5.8001 -1.6270 -0.1741
H 2.3272 0.7121 1.2811
H -0.7907 -3.9997 -6.0041
H -0.5504 -5.3389 -2.8397
H 3.0400 -5.1682 1.2196
H -7.1033 4.2939 0.6354
H -6.2481 -1.8755 -0.3870
H -5.2261 4.9937 4.3634
H -5.1578 6.5226 0.0393
H 0.2811 3.0601 -1.1753
H 2.3146 -3.2107 -0.9664
H -5.5460 7.2288 2.2523
H -1.6245 5.3940 1.1213
H -3.0450 7.1998 2.1491
H -2.2355 1.3243 -4.1504
H -1.3190 3.8358 -3.7693
H -1.5246 -3.3881 3.6593
H -4.9167 -2.3869 1.8952
H -2.4139 4.4510 0.0090
H 0.5251 -4.6866 -4.9990
H 1.1571 -2.3376 -5.6223
H -1.5856 -1.2270 -3.2623
H -2.2882 -4.2072 -2.8080
H -1.1792 -4.7770 -4.3562
H -5.5969 2.4778 3.2256
H 4.5745 -0.5166 -1.9551
H -1.7700 0.1847 -1.3271
H 3.3722 -1.6925 -1.5605
H 1.1587 -1.1161 -2.2750
H -4.8389 -2.8575 -0.7713
H 3.8953 -3.6809 -0.1008
H 3.5251 4.8189 2.1754
H -4.6487 0.1130 0.0513
H -7.0553 2.5556 2.2701
H -1.5467 -3.5654 -0.4214
H -3.1046 -2.8569 -2.0392
H 5.4656 4.0328 0.5551
H -5.7747 -0.7804 1.9140
H 2.1814 5.9748 0.2102
H 3.1961 5.2102 -0.9280
H 5.7393 -6.3273 3.5240
H 5.3631 -7.5804 1.2839
```

Summary:
SMILES   CC1(C)CCCC(C)(C)N1O.CC1(C)CCCC(C)(C)N1O.CC1(C)CCCC(C)(C)N1O.NC(N)=O.NC(N)=O.NC(N)=O.NC(N)=O.NC(N)=O.NC(N)=O.CC(C)O.CC(C)O
LUMO energy   0.27 eV
HOMO-LUMO gap   8.283 eV
Total charge   0

Atomic partial charges in e from the Löwdin method, atoms 1 to 4: atom 1 (O): -0.02, atom 2 (O): -0.11, atom 3 (O): -0.02, atom 4 (O): -0.05

Entry 2:
C3BaO3 | the ωB97M-V functional and the def2-TZVPD basis

The geometry in XYZ format:
```
7
Properties=species:S:1:pos:R:3
Ba 4.5306 -3.2251 3.9779
O 0.6135 -0.1771 0.6193
O -0.2853 0.3897 -0.2064
O 0.2636 3.0528 -2.7467
C 0.3075 3.9184 -3.5488
C 0.4049 2.0509 -1.9381
C 0.0124 1.3280 -1.0102
```

Summary:
LUMO energy (spin up / spin down)   -20.43 / -20.42 eV
HOMO-LUMO gap (spin up / spin down)   7.116 / 7.177 eV
Total charge   +4

Atomic partial charges in e from the Löwdin method, atoms 1 to 4: atom 1 (Ba): 2.00, atom 2 (O): 0.41, atom 3 (O): 0.25, atom 4 (O): 0.25

Entry 3:
C3Br3F3O2S | the ωB97M-V functional and the def2-TZVPD basis

The geometry in XYZ format:
```
12
Properties=species:S:1:pos:R:3
Br -1.2065 -1.6718 2.3864
Br -2.7032 0.5407 0.6800
Br -0.6700 1.4405 2.9613
S 1.0180 -0.0176 0.3544
F 1.1613 1.7166 -1.9186
F -0.2522 -0.7483 -3.1681
F -0.2997 -1.4307 -1.1776
O 1.8183 -1.1960 0.3514
O 1.6058 1.1748 0.9314
C -1.3995 0.1053 1.9551
C 0.7865 0.5685 -1.4247
C 0.1413 -0.4820 -1.9311
```

Summary:
LUMO energy (spin up / spin down)   -1.37 / -2.42 eV
HOMO-LUMO gap (spin up / spin down)   8.270 / 6.126 eV
Total charge   0

Atomic partial charges in e from the Löwdin method, atoms 1 to 4: atom 1 (Br): 0.70, atom 2 (Br): 0.66, atom 3 (Br): 0.75, atom 4 (S): 0.71

Entry 4:
C3BrClO4 | the ωB97M-V functional and the def2-TZVPD basis

The geometry in XYZ format:
```
9
Properties=species:S:1:pos:R:3
Br 1.4057 -2.2918 0.1004
Cl 0.9179 0.1016 2.0028
O -2.5914 -0.9758 0.4722
O 1.2547 0.0266 -1.9413
O 1.4351 1.6982 -0.5274
O -1.9472 1.2240 0.1561
C -2.2463 0.0908 0.2136
C 0.6371 -0.4113 0.2933
C 1.1343 0.5377 -0.7697
```

Summary:
LUMO energy   5.84 eV
HOMO-LUMO gap   4.448 eV
ΔE to the lowest compared entry with this formula, charge and spin   138.6 kJ/mol
Total charge   -2

Atomic partial charges in e from the Löwdin method, atoms 1 to 4: atom 1 (Br): 0.27, atom 2 (Cl): 0.29, atom 3 (O): 0.16, atom 4 (O): -0.23

Entry 5:
C3CaO3 | the ωB97M-V functional and the def2-TZVPD basis

The geometry in XYZ format:
```
7
Properties=species:S:1:pos:R:3
Ca 0.9231 0.3467 0.9874
O 2.4234 0.4402 -0.7028
O -3.4624 0.3797 -0.7994
O -0.6154 -0.9770 0.3472
C -2.3277 0.3229 -0.5135
C 3.2412 0.4515 -1.4897
C -1.2006 0.1787 0.1880
```

Summary:
LUMO energy (spin up / spin down)   -5.13 / -5.12 eV
HOMO-LUMO gap (spin up / spin down)   7.080 / 7.792 eV
ΔE to the lowest compared entry with this formula, charge and spin   0.0 kJ/mol
Multiplicity   2
Total charge   +1

Atomic partial charges in e from the Löwdin method, atoms 1 to 4: atom 1 (Ca): 1.56, atom 2 (O): -0.11, atom 3 (O): 0.23, atom 4 (O): -0.31

Entry 6:
C3F6NO4RhS2 | the ωB97M-V functional and the def2-TZVPD basis

The geometry in XYZ format:
```
17
Properties=species:S:1:pos:R:3
Rh 0.3519 -2.2856 3.1154
S -0.0975 -2.4219 -1.5798
S 2.5034 -3.5386 -1.4228
F 1.7103 -5.9024 -0.5460
F 3.8159 -5.7411 -0.9993
F 0.9905 -0.5725 -3.0515
F -0.1327 0.2002 -1.3798
F 1.8378 -0.6291 -1.0728
F 2.3858 -5.9278 -2.5996
O -0.1722 -2.2792 0.0514
O -1.8291 -3.9160 -0.0358
O 3.4653 -3.1700 -2.5142
O -1.2336 -2.9743 1.9248
N 0.9391 -3.5192 -2.0463
C 0.7181 -0.7309 -1.7675
C -1.2938 -3.1192 0.7008
C 2.5934 -5.4106 -1.4011
```

Summary:
LUMO energy (spin up / spin down)   -0.51 / -3.96 eV
HOMO-LUMO gap (spin up / spin down)   8.573 / 5.421 eV
ΔE to the lowest compared entry with this formula, charge and spin   46.4 kJ/mol
Multiplicity   5
Total charge   0

Atomic partial charges in e from the Löwdin method, atoms 1 to 4: atom 1 (Rh): 0.95, atom 2 (S): 1.10, atom 3 (S): 0.90, atom 4 (F): 0.12

Entry 7:
C3F7P | the ωB97M-V functional and the def2-TZVPD basis

The geometry in XYZ format:
```
11
Properties=species:S:1:pos:R:3
P 2.0164 -0.5943 -0.2722
F -2.2216 1.1347 0.4068
F 0.4901 1.0369 0.9826
F -2.9570 -0.8398 0.2234
F 0.3474 1.4640 -1.1704
F 3.1099 0.4883 0.1107
F 1.7257 -0.9353 1.2847
F -0.4688 -1.6795 -0.9526
C -1.8680 -0.0621 0.0518
C 0.4645 0.4752 -0.3027
C -0.6385 -0.4881 -0.3622
```

Summary:
SMILES   FC(F)=C(F)C(F)(F)P(F)F
LUMO energy   -0.03 eV
HOMO-LUMO gap   10.481 eV
Total charge   0

Atomic partial charges in e from the Löwdin method, atoms 1 to 4: atom 1 (P): 1.00, atom 2 (F): 0.20, atom 3 (F): 0.02, atom 4 (F): 0.14

Entry 8:
C3FO3Pr | the ωB97M-V functional and the def2-TZVPD basis

The geometry in XYZ format:
```
8
Properties=species:S:1:pos:R:3
Pr -1.1294 -1.1155 -2.5565
F 2.7612 -1.2243 2.0983
O -1.5411 1.7189 0.9818
O 0.3468 -0.2377 -0.6336
O -2.0885 1.0161 -1.1304
C 1.2187 -0.5702 0.2416
C -1.5530 1.3150 -0.1102
C 1.9853 -0.9023 1.1089
```

Summary:
LUMO energy (spin up / spin down)   -5.70 / -5.72 eV
HOMO-LUMO gap (spin up / spin down)   5.493 / 5.501 eV
Multiplicity   4
Total charge   +1

Atomic partial charges in e from the Löwdin method, atoms 1 to 4: atom 1 (Pr): 1.68, atom 2 (F): 0.10, atom 3 (O): 0.28, atom 4 (O): -0.32